[1]
The following is a DFT calculation (wB97M-V/def2-TZVPD) of C17H23ClN2Re as an isolated structure at a distorted geometry.

Structure (XYZ):
```
44
C17H23ClN2Re, DFT wB97M-V/def2-TZVPD
C 4.406 -2.545 0.836
C 4.084 -4.036 0.678
C 5.504 -2.131 -0.152
C 4.846 -2.247 2.275
Cl 2.920 -1.592 0.478
H 6.426 -2.695 0.038
H 5.737 -1.066 -0.055
H 5.197 -2.330 -1.184
H 4.971 -4.646 0.887
H 3.755 -4.260 -0.342
H 3.296 -4.342 1.374
H 5.752 -2.812 2.525
H 4.066 -2.531 2.989
H 5.067 -1.183 2.405
C -2.445 0.613 -2.492
C -1.186 1.290 -2.664
C -0.169 0.500 -2.001
H -1.017 2.171 -3.276
C -0.795 -0.642 -1.396
C -2.183 -0.611 -1.758
H -2.881 -1.418 -1.570
H -3.387 0.952 -2.914
H 0.902 0.638 -2.095
H -0.279 -1.422 -0.835
C -1.252 2.372 1.438
C -1.543 3.328 0.396
C -0.511 3.214 -0.600
H -2.353 4.052 0.377
C 0.394 2.168 -0.177
C -0.087 1.615 1.061
H 0.379 0.807 1.625
H -1.787 2.276 2.373
H -0.392 3.860 -1.465
H 1.351 1.929 -0.630
Re -1.511 1.322 -0.529
N -4.599 0.362 -0.435
C -5.819 0.572 0.101
C -5.636 1.441 1.171
C -4.269 1.726 1.217
N -3.630 1.087 0.200
H -4.439 -0.162 -1.282
H -6.718 0.149 -0.327
H -6.396 1.853 1.817
H -3.768 2.373 1.920
```

Results
maximum force: 2.22 eV/A
charge: +2
E: -1308.85369 a.u.
multiplicity: 4
expectation value of S²: 3.766
molecular weight: 477.04 g/mol


[2]
The following is a DFT calculation (wB97M-V/def2-TZVPD) of one molecule with the formula C17H23F4NO.

Structure (XYZ):
```
46
C17H23F4NO, DFT wB97M-V/def2-TZVPD
O 0.473 0.700 -3.591
C 0.675 0.579 -2.203
C -0.516 -0.044 -1.448
C -1.783 0.817 -1.667
C -1.652 2.232 -1.185
C -2.021 2.584 0.108
C -1.890 3.885 0.560
C -1.385 4.838 -0.304
F -1.254 6.112 0.129
C -1.018 4.525 -1.599
C -1.157 3.219 -2.032
C -0.815 -1.470 -1.939
C 0.308 -2.445 -1.595
C 0.609 -2.376 -0.099
N 0.962 -1.015 0.237
C 1.751 -0.797 1.423
C 1.048 -0.910 2.794
C 0.761 -2.332 3.287
C 2.013 -3.119 3.620
F 2.685 -3.544 2.538
F 2.888 -2.425 4.361
F 1.716 -4.227 4.324
C -0.154 -0.117 0.044
H 0.444 -0.182 -3.975
H 1.580 0.001 -1.983
H 0.832 1.597 -1.841
H -1.991 0.825 -2.738
H -2.621 0.336 -1.157
H -2.426 1.834 0.773
H -2.177 4.166 1.561
H -0.634 5.295 -2.250
H -0.876 2.957 -3.041
H -1.004 -1.470 -3.015
H -1.733 -1.813 -1.454
H 1.214 -2.199 -2.149
H 0.012 -3.460 -1.865
H 1.445 -3.032 0.147
H -0.288 -2.723 0.448
H 2.603 -1.477 1.381
H 2.143 0.223 1.350
H 0.100 -0.372 2.746
H 1.674 -0.409 3.535
H 0.202 -2.911 2.552
H 0.176 -2.284 4.209
H 0.130 0.876 0.399
H -1.048 -0.446 0.605
```

Results
maximum force: 0.62 eV/A
E: -1191.07447 a.u.
SMILES: OC[C@@]1(Cc2ccc(F)cc2)CCCN(CCCC(F)(F)F)C1
molecular weight: 333.37 g/mol


[3]
The following is a DFT calculation (wB97M-V/def2-TZVPD) of C17H23F5MgNO3P2 as an isolated structure at a distorted geometry.

Structure (XYZ):
```
52
C17H23F5MgNO3P2, DFT wB97M-V/def2-TZVPD
Mg 0.256 -0.227 -0.514
P -1.708 0.209 -2.275
C -1.180 1.918 -2.430
C -0.572 2.590 -1.341
N -0.034 1.879 -0.252
C 0.299 2.585 0.845
C 0.111 3.954 0.957
C -0.340 4.673 -0.117
C -0.627 4.020 -1.304
C 0.875 1.909 2.077
P 1.977 0.429 1.897
H -0.914 4.500 -2.239
H 0.365 4.431 1.903
H -0.477 5.733 -0.061
H 1.398 2.660 2.708
H 0.085 1.627 2.791
H 2.362 -0.076 -2.772
H -1.002 2.361 -3.436
H 5.421 -2.554 -1.824
O 1.697 0.508 -2.338
H 2.238 1.080 -1.785
H 1.061 -0.270 0.989
O 4.867 -2.746 -1.116
H 4.028 -2.251 -1.191
C 3.689 0.937 1.745
H 4.253 1.361 2.604
H 4.306 0.069 1.469
H 3.868 1.693 0.967
C 1.875 -0.613 3.374
H 2.400 -1.553 3.140
H 2.298 -0.295 4.333
H 0.846 -0.893 3.620
C -3.336 0.597 -1.521
H -3.901 1.157 -2.288
H -3.884 -0.300 -1.204
H -3.163 1.245 -0.644
C -1.971 -0.418 -3.970
H -2.217 -1.489 -3.908
H -2.789 0.119 -4.463
H -1.042 -0.306 -4.545
F -2.624 -5.942 1.077
C -2.187 -4.674 1.055
C -1.032 -4.340 0.321
F -0.371 -5.319 -0.347
C -0.629 -3.023 0.305
F 0.456 -2.590 -0.478
C -1.364 -2.028 0.988
O -1.116 -0.758 0.804
C -2.481 -2.404 1.772
F -3.130 -1.423 2.412
C -2.911 -3.715 1.767
F -4.029 -4.039 2.442
```

Results
maximum force: 4.15 eV/A
charge: +1
E: -2323.89726 a.u.
molecular weight: 470.62 g/mol


[4]
The following is a DFT calculation (wB97M-V/def2-TZVPD) of C17H23F5NO2P2SSm as an isolated structure at a distorted geometry.

Structure (XYZ):
```
52
C17H23F5NO2P2SSm, DFT wB97M-V/def2-TZVPD
Sm 0.997 0.410 1.032
P -2.693 -0.088 -0.606
C -1.919 0.840 -1.974
C -0.456 1.189 -2.280
N 0.618 1.001 -1.452
C 1.847 1.335 -1.946
C 2.010 2.056 -3.124
C 0.915 2.308 -3.937
C -0.325 1.872 -3.488
C 3.124 1.059 -1.145
P 3.276 -0.573 -0.231
H -1.227 2.085 -4.060
H 3.008 2.401 -3.378
H 1.013 2.803 -4.900
H 4.001 1.053 -1.818
H 3.283 1.891 -0.425
H -2.305 0.326 -2.847
H -2.456 1.797 -1.913
H 0.488 -3.215 -4.134
O 0.094 -3.977 -3.715
H -0.862 -3.800 -3.774
H -2.089 -1.322 -0.329
O -0.410 -1.108 0.690
H -0.392 -2.078 0.690
C 3.544 -1.728 -1.607
H 4.500 -1.525 -2.107
H 3.551 -2.746 -1.200
H 2.723 -1.657 -2.330
C 4.948 -0.387 0.484
H 5.032 -1.102 1.313
H 5.722 -0.604 -0.266
H 5.092 0.623 0.889
C -2.846 1.068 0.755
H -3.834 1.549 0.692
H -2.772 0.569 1.727
H -2.084 1.862 0.700
C -4.317 -0.688 -1.058
H -4.815 -1.001 -0.133
H -4.905 0.080 -1.570
H -4.194 -1.570 -1.699
F -3.714 0.655 5.580
C -2.524 0.287 5.070
C -1.811 1.174 4.259
F -2.291 2.411 3.990
C -0.597 0.782 3.746
F 0.036 1.673 2.808
C 0.020 -0.452 4.039
S 1.593 -0.857 3.448
C -0.738 -1.335 4.857
F -0.213 -2.540 5.170
C -1.987 -0.976 5.355
F -2.666 -1.828 6.155
```

Results
maximum force: 2.02 eV/A
charge: +2
E: -3104.47703 a.u.
multiplicity: 6
expectation value of S²: 8.768
molecular weight: 612.74 g/mol


[5]
The following is a DFT calculation (wB97M-V/def2-TZVPD) of C17H23IrN4O3S2 as an isolated structure at a distorted geometry.

Structure (XYZ):
```
50
C17H23IrN4O3S2, DFT wB97M-V/def2-TZVPD
Ir -0.299 -0.249 -0.943
C -1.244 4.125 5.859
C -1.133 3.011 4.859
C -0.504 1.813 5.191
C -0.389 0.787 4.271
C -0.924 0.979 2.999
C -1.575 2.162 2.639
C -1.674 3.164 3.578
S -0.673 -0.235 1.827
O -1.761 -0.267 0.819
O -0.261 -1.461 2.422
N 0.490 0.331 0.751
C 1.723 -0.332 0.579
C 2.725 -0.642 1.471
C 3.833 -1.282 0.942
C 3.889 -1.600 -0.419
C 2.824 -1.283 -1.232
N 1.765 -0.642 -0.715
H -0.597 3.960 6.718
H -2.271 4.202 6.221
H -0.993 5.082 5.405
H -0.105 1.680 6.188
H 0.086 -0.149 4.531
H -2.003 2.279 1.652
H -2.186 4.085 3.325
H 2.635 -0.399 2.520
H 4.663 -1.536 1.587
H 4.754 -2.090 -0.842
H 2.804 -1.516 -2.287
C -1.864 -5.164 -2.226
N -2.099 -3.838 -2.826
C -3.072 -3.729 -3.928
C -1.451 -2.800 -2.415
N -0.871 -1.871 -2.035
H -2.814 -5.565 -1.877
H -1.182 -5.072 -1.385
H -1.439 -5.831 -2.974
H -4.037 -4.096 -3.584
H -2.732 -4.327 -4.771
H -3.169 -2.691 -4.232
C 0.783 1.393 -4.898
S 1.339 1.301 -3.219
C 1.682 3.010 -2.908
O 0.013 1.071 -2.431
H -0.104 2.025 -4.933
H 0.557 0.385 -5.237
H 1.591 1.814 -5.496
H 2.531 3.295 -3.531
H 1.943 3.112 -1.856
H 0.799 3.600 -3.150
```

Results
maximum force: 1.84 eV/A
charge: +2
E: -2006.37848 a.u.
molecular weight: 587.75 g/mol


[6]
The following is a DFT calculation (wB97M-V/def2-TZVPD) of C17H23MoN5O2S as an isolated structure at a distorted geometry.

Structure (XYZ):
```
49
C17H23MoN5O2S, DFT wB97M-V/def2-TZVPD
N -1.150 3.371 0.354
C -0.552 4.301 -0.010
C 0.156 5.485 -0.462
H -0.558 6.272 -0.736
H 0.774 5.245 -1.338
H 0.801 5.868 0.339
N 2.605 -1.646 -1.839
C 3.554 -2.276 -1.638
C 4.738 -3.053 -1.337
H 5.576 -2.705 -1.955
H 4.547 -4.114 -1.551
H 4.995 -2.936 -0.276
N -3.893 -0.062 -0.314
C -4.369 -1.120 -0.404
C -5.049 -2.399 -0.516
H -4.699 -3.091 0.260
H -4.870 -2.851 -1.501
H -6.129 -2.246 -0.393
Mo 0.690 -0.461 -2.278
C -0.147 -1.795 -0.391
O -0.396 -2.563 0.420
C 1.381 0.837 -0.366
O 1.814 1.440 0.509
C 0.922 1.097 -3.717
C -0.395 1.104 -3.221
C -1.165 -0.074 -3.249
C -0.609 -1.261 -3.766
C 0.714 -1.271 -4.250
C 1.483 -0.092 -4.217
H 1.528 1.998 -3.683
H -0.808 2.008 -2.785
H -2.164 -0.077 -2.822
H -1.175 -2.188 -3.734
H 1.148 -2.203 -4.601
H 2.513 -0.108 -4.560
C 0.269 1.524 5.110
N 0.271 1.155 3.686
C -0.622 0.281 3.144
S -1.273 0.490 1.591
N -0.962 -0.796 3.905
C 0.013 -1.481 4.765
H -0.406 0.880 5.682
H -0.034 2.575 5.215
H 1.285 1.429 5.515
H 0.501 1.919 3.049
H -1.604 -1.412 3.404
H -0.365 -1.503 5.794
H 0.130 -2.516 4.423
H 0.985 -0.978 4.745
```

Results
maximum force: 9.06 eV/A
charge: +4
E: -1550.47487 a.u.
multiplicity: 3
expectation value of S²: 2.010
molecular weight: 457.41 g/mol


[7]
The following is a DFT calculation (wB97M-V/def2-TZVPD) of an isolated ion of composition C17H23N2O2 and charge +1 at a distorted geometry.

Structure (XYZ):
```
44
C17H23N2O2, DFT wB97M-V/def2-TZVPD
C 4.631 2.832 0.371
O 5.148 1.736 -0.345
C 4.541 0.530 -0.233
C 5.160 -0.528 -0.906
C 4.624 -1.795 -0.851
C 3.461 -2.034 -0.134
C 2.838 -0.994 0.536
C 1.566 -1.220 1.308
N 0.449 -0.535 0.662
C -0.768 -0.556 1.442
C -1.783 0.382 0.795
N -2.067 -0.066 -0.589
C -3.133 0.748 -1.239
C -4.441 0.512 -0.564
C -5.369 1.342 -0.012
C -6.418 0.508 0.450
C -6.047 -0.765 0.152
O -4.850 -0.781 -0.462
C -0.806 -0.106 -1.365
C 0.188 -1.031 -0.673
C 3.375 0.288 0.484
H 3.622 3.094 0.033
H 5.304 3.661 0.166
H 4.616 2.636 1.448
H 6.065 -0.324 -1.455
H 5.113 -2.607 -1.367
H 3.050 -3.032 -0.088
H 1.665 -0.799 2.311
H 1.368 -2.299 1.403
H -0.551 -0.198 2.450
H -1.200 -1.571 1.529
H -2.714 0.404 1.363
H -1.366 1.390 0.743
H -2.430 -1.027 -0.529
H -3.190 0.446 -2.290
H -2.869 1.804 -1.187
H -5.324 2.410 0.051
H -7.318 0.821 0.935
H -6.524 -1.710 0.319
H -1.013 -0.455 -2.378
H -0.399 0.906 -1.406
H 1.128 -1.032 -1.229
H -0.206 -2.065 -0.665
H 2.872 1.079 1.016
```

Results
maximum force: 1.01 eV/A
charge: +1
E: -921.32088 a.u.
SMILES: COc1cccc(CN2CC[NH+](Cc3ccco3)CC2)c1
molecular weight: 287.38 g/mol


[8]
The following is a DFT calculation (wB97M-V/def2-TZVPD) of one molecule with the formula C17H23N3O3 at a distorted geometry.

Structure (XYZ):
```
46
C17H23N3O3, DFT wB97M-V/def2-TZVPD
C -1.671 -1.151 -2.417
C -0.373 -0.960 -1.593
C 0.710 0.066 -1.792
C 0.807 0.553 -3.163
C 1.926 -0.409 -1.072
N 1.694 -0.524 0.332
C 1.263 -1.683 0.999
O 0.920 -2.706 0.465
C 0.915 -1.465 2.568
N 2.013 -0.674 3.044
C -0.436 -0.920 3.029
C -1.394 -0.410 1.966
C -2.429 -1.120 1.386
N -2.975 -0.209 0.430
C -2.230 1.002 0.305
C -2.418 2.032 -0.682
C -1.628 3.182 -0.422
C -0.714 3.206 0.730
C -0.628 2.139 1.664
C -1.339 0.983 1.364
C 3.243 0.162 -1.383
O 3.432 0.635 -2.460
O 4.135 0.013 -0.469
H -2.155 -0.179 -2.418
H -1.489 -1.475 -3.418
H -2.092 -2.040 -1.971
H 0.188 -1.826 -1.569
H -0.675 -0.842 -0.663
H 0.256 0.873 -1.061
H 1.315 -0.189 -3.696
H 1.169 1.537 -3.412
H -0.247 0.613 -3.541
H 2.090 -1.427 -1.489
H 1.981 0.081 1.105
H 0.901 -2.550 2.745
H 2.838 -1.105 2.727
H 1.962 -0.760 4.077
H -0.930 -1.669 3.624
H 0.039 -0.159 3.733
H -3.061 -2.000 1.576
H -3.820 -0.357 -0.141
H -3.163 1.997 -1.487
H -1.708 4.099 -1.111
H -0.231 4.104 1.013
H 0.188 2.113 2.401
H 3.821 -0.582 0.147
```

Results
maximum force: 5.47 eV/A
E: -1051.49371 a.u.
SMILES: CC[C@H](C)[C@H](NC(=O)[C@@H](N)Cc1c[nH]c2ccccc12)C(=O)O
molecular weight: 317.39 g/mol


[9]
The following is a DFT calculation (wB97M-V/def2-TZVPD) of C17H23N3O3 as an isolated structure at a distorted geometry.

Structure (XYZ):
```
46
C17H23N3O3, DFT wB97M-V/def2-TZVPD
C 0.899 -0.457 -1.363
C -0.603 -0.587 -1.181
C 1.448 -1.003 0.072
C 2.892 -1.028 0.072
C 3.616 -2.128 -0.069
C 3.851 0.131 0.139
C 5.086 -0.356 -0.069
C 3.520 1.463 0.384
C 6.177 0.463 0.023
C 4.580 2.351 0.571
C 5.890 1.765 0.527
C -2.700 0.331 -0.617
C -3.408 1.639 -0.594
C -3.057 -0.506 0.667
C -3.125 0.443 1.921
C -4.304 -1.457 0.528
C -5.928 -1.086 0.540
H 2.357 0.951 -1.606
H 1.063 1.394 -2.516
H 1.014 -1.096 -2.180
H 0.973 -0.399 0.836
H 1.216 -2.003 0.155
H 3.234 -3.190 0.116
H 5.664 -2.718 -0.246
H 2.532 1.915 0.221
H 7.147 0.061 -0.231
H 4.391 3.366 0.684
H 6.757 2.455 0.673
H -0.871 1.397 -0.752
H -3.055 -0.274 -1.403
H -2.263 -1.204 0.750
H -2.406 1.208 2.016
H -4.216 0.866 2.050
H -2.959 -0.101 3.015
H -4.048 -2.180 1.437
H -4.065 -2.082 -0.372
H -6.501 -1.021 -0.673
H -5.769 -0.114 1.260
H -6.598 -1.967 1.354
H -5.015 2.510 -0.704
N 1.369 0.955 -1.602
N 5.027 -1.775 -0.168
N -1.276 0.512 -1.031
O -1.134 -1.652 -1.355
O -2.715 2.577 -0.273
O -4.689 1.631 -1.007
```

Results
maximum force: 4.98 eV/A
E: -1051.41806 a.u.
molecular weight: 317.39 g/mol


[10]
The following is a DFT calculation (wB97M-V/def2-TZVPD) of a 4-piece molecular cluster, C17H23N4O7P overall at a distorted geometry.

Structure (XYZ):
```
52
C17H23N4O7P, DFT wB97M-V/def2-TZVPD
O -0.287 -4.126 1.730
C -1.152 -3.879 1.011
N -2.130 -3.506 0.353
C -2.830 -2.539 1.115
C -3.889 -2.662 1.925
P -4.772 -4.227 2.228
O -4.874 -5.002 0.982
O -4.050 -5.119 3.354
O -6.277 -3.825 2.712
C -4.185 -1.282 2.481
O -5.093 -0.966 3.160
O -3.184 -0.398 2.053
C -2.406 -1.054 1.159
O -1.513 -0.654 0.497
H -3.676 -4.595 4.077
H -6.609 -3.282 1.983
C 3.993 -0.404 0.962
C 2.547 -0.153 1.373
C 1.669 -1.400 1.200
C 1.661 -1.815 -0.214
N 1.642 -2.142 -1.314
H 4.069 -0.660 -0.097
H 4.593 0.488 1.126
H 4.430 -1.219 1.544
H 2.141 0.662 0.788
H 2.519 0.160 2.418
H 0.642 -1.221 1.513
H 2.063 -2.215 1.811
C -2.221 1.482 -2.217
C -2.937 1.046 -3.488
C -4.438 1.346 -3.441
C -5.059 0.628 -2.313
N -5.539 0.061 -1.438
H -2.596 0.940 -1.349
H -1.153 1.274 -2.292
H -2.346 2.552 -2.038
H -2.782 -0.025 -3.639
H -2.497 1.556 -4.347
H -4.921 1.031 -4.366
H -4.613 2.415 -3.316
C 6.730 3.747 0.018
C 6.001 3.389 -1.272
C 4.527 3.810 -1.260
C 3.806 3.136 -0.168
N 3.248 2.598 0.679
H 6.301 3.229 0.878
H 7.779 3.457 -0.045
H 6.687 4.821 0.209
H 6.072 2.312 -1.437
H 6.498 3.876 -2.113
H 4.050 3.547 -2.204
H 4.437 4.888 -1.125
```

Results
maximum force: 2.65 eV/A
E: -1748.70670 a.u.
molecular weight: 426.37 g/mol